[1]
{
  "formula": "C14H18BBaN10O",
  "method": "ωB97M-V/def2-TZVPD",
  "relative_energy_kj_mol": 45.40,
  "total_charge": 2,
  "molar_mass_g_mol": 490.507,
  "multiplicity": 2,
  "homo_energy_ha": [-0.5387, -0.5386],
  "elements": ["Ba", "C", "C", "N", "N", "C", "B", "N", "C", "C", "C", "N", "N", "C", "C", "C", "N", "N", "C", "C", "C", "N", "H", "H", "H", "H", "H", "H", "H", "H", "H", "H", "H", "H", "C", "N", "C", "N", "O", "H", "H", "H", "H", "H", "H"],
  "coordinates": [[-0.098, -0.795, 2.383], [0.030, 4.041, 2.139], [-0.361, 2.871, 2.799], [-0.508, 1.868, 1.946], [-0.226, 2.361, 0.711], [0.128, 3.667, 0.824], [-0.132, 1.437, -0.520], [1.223, 0.734, -0.581], [2.220, 0.661, -1.485], [3.276, -0.018, -0.919], [2.836, -0.332, 0.366], [1.599, 0.112, 0.573], [-1.326, 0.459, -0.668], [-2.203, 0.313, -1.688], [-3.087, -0.690, -1.380], [-2.674, -1.128, -0.122], [-1.616, -0.448, 0.300], [-0.358, 2.440, -1.764], [-1.306, 3.315, -1.841], [-1.232, 3.937, -3.172], [-0.178, 3.225, -3.793], [0.359, 2.355, -3.005], [0.221, 5.010, 2.563], [-0.545, 2.718, 3.852], [0.459, 4.235, -0.027], [2.121, 1.092, -2.464], [4.231, -0.232, -1.363], [3.368, -0.845, 1.153], [-2.126, 0.898, -2.588], [-3.904, -1.056, -1.976], [-3.102, -1.909, 0.488], [-1.991, 3.517, -1.032], [-1.872, 4.725, -3.532], [0.220, 3.333, -4.791], [-0.640, -5.256, 2.694], [0.490, -5.228, 1.779], [1.034, -4.092, 1.343], [2.109, -4.126, 0.538], [0.561, -2.974, 1.694], [-0.918, -6.294, 2.850], [-1.492, -4.732, 2.263], [-0.374, -4.820, 3.657], [0.896, -6.105, 1.497], [2.492, -4.984, 0.181], [2.396, -3.259, 0.116]]
}

---

[2]
{
  "formula": "C14H18BFeN7O2",
  "method": "ωB97M-V/def2-TZVPD",
  "relative_energy_kj_mol": 290.39,
  "molar_mass_g_mol": 383.002,
  "multiplicity": 5,
  "homo_energy_ha": [-0.3109, -0.3264],
  "elements": ["H", "N", "B", "N", "C", "Fe", "H", "C", "H", "C", "H", "C", "H", "H", "H", "N", "N", "N", "N", "C", "C", "H", "H", "C", "C", "C", "C", "H", "H", "H", "H", "H", "O", "C", "C", "C", "C", "O", "N", "H", "H", "H", "H"],
  "coordinates": [[-2.346, -1.924, -0.794], [-0.997, -0.328, -1.132], [0.323, 1.522, -2.202], [-0.903, 0.596, -2.156], [-1.944, 0.459, -3.004], [0.787, -0.500, 0.409], [-2.016, 1.105, -3.881], [-2.706, -0.617, -2.566], [-3.597, -1.019, -3.024], [-2.063, -1.095, -1.393], [0.334, 2.201, -3.178], [2.019, -1.000, 1.648], [1.808, -1.789, 2.370], [1.826, -0.064, 2.202], [3.042, -1.029, 1.277], [1.535, 0.546, -2.166], [0.420, 2.342, -0.911], [1.728, -0.327, -1.095], [0.471, 1.685, 0.310], [2.526, 0.378, -3.059], [0.465, 3.683, -0.727], [2.538, 0.991, -3.950], [0.455, 4.348, -1.571], [3.365, -0.643, -2.601], [0.567, 3.914, 0.657], [2.842, -1.084, -1.385], [0.547, 2.631, 1.251], [4.252, -1.013, -3.103], [0.640, 4.858, 1.154], [3.208, -1.831, -0.724], [0.527, 2.398, 2.291], [1.185, -1.870, 0.533], [-1.149, -3.177, 0.838], [-1.351, -2.301, 1.674], [-2.257, -2.501, 2.896], [-2.356, -1.137, 3.518], [-1.349, -0.290, 2.724], [-1.047, 0.861, 3.049], [-0.854, -1.012, 1.654], [-3.231, -2.906, 2.595], [-1.786, -3.219, 3.583], [-3.363, -0.710, 3.404], [-2.093, -1.132, 4.584]]
}

---

[3]
{
  "formula": "C14H18CdCl3N8O",
  "method": "ωB97M-V/def2-TZVPD",
  "total_charge": 1,
  "molar_mass_g_mol": 533.124,
  "multiplicity": 1,
  "homo_energy_ha": -0.3672,
  "elements": ["Cd", "C", "N", "C", "C", "N", "N", "C", "N", "N", "H", "H", "H", "H", "H", "H", "H", "H", "H", "H", "H", "Cl", "C", "C", "C", "Cl", "C", "O", "C", "Cl", "C", "H", "H", "N", "C", "C", "N", "C", "C", "N", "H", "H", "H", "H", "H"],
  "coordinates": [[-0.173, 0.186, 0.063], [2.682, -2.198, 3.337], [3.154, -2.315, 1.962], [4.031, -3.452, 1.687], [2.452, -1.687, 0.983], [1.320, -1.093, 1.179], [3.058, -1.696, -0.257], [2.553, -1.246, -1.462], [3.416, -1.408, -2.498], [1.386, -0.721, -1.561], [3.496, -2.469, 4.002], [1.831, -2.854, 3.546], [2.406, -1.167, 3.551], [4.618, -3.656, 2.577], [4.737, -3.258, 0.882], [3.459, -4.350, 1.437], [0.973, -1.274, 2.108], [4.018, -1.990, -0.266], [4.282, -1.907, -2.405], [3.133, -1.164, -3.429], [1.168, -0.456, -2.514], [-5.183, 2.569, 5.032], [-4.221, 2.182, 3.649], [-3.119, 1.362, 3.797], [-2.369, 1.066, 2.675], [-0.968, 0.048, 2.805], [-2.652, 1.541, 1.386], [-1.950, 1.258, 0.322], [-3.787, 2.377, 1.304], [-4.193, 3.007, -0.251], [-4.558, 2.693, 2.403], [-2.852, 0.963, 4.765], [-5.419, 3.337, 2.292], [-2.831, 0.570, -4.897], [-1.913, 1.130, -4.077], [-1.589, 0.578, -2.820], [-0.683, 1.141, -2.042], [-0.084, 2.260, -2.463], [-0.401, 2.789, -3.702], [-1.295, 2.233, -4.506], [-3.462, -0.132, -4.558], [-3.086, 1.087, -5.721], [-2.094, -0.306, -2.450], [0.635, 2.726, -1.804], [0.071, 3.696, -4.062]]
}

---

[4]
{
  "formula": "C14H18Cl2N2OS",
  "method": "ωB97M-V/def2-TZVPD",
  "smiles": "CCCN(CCC)C(=S)NC(=O)c1ccc(Cl)cc1Cl",
  "molar_mass_g_mol": 333.284,
  "multiplicity": 1,
  "homo_energy_ha": -0.3001,
  "elements": ["C", "C", "H", "C", "N", "C", "S", "N", "C", "O", "C", "C", "C", "C", "C", "C", "Cl", "H", "Cl", "H", "H", "H", "C", "H", "H", "C", "C", "H", "H", "H", "H", "H", "H", "H", "H", "H", "H", "H"],
  "coordinates": [[1.365, 1.189, -2.396], [1.785, 1.603, -0.993], [0.937, 2.055, -0.478], [2.318, 0.450, -0.134], [1.304, -0.531, 0.207], [0.409, -0.204, 1.154], [0.454, 1.219, 1.995], [-0.550, -1.159, 1.473], [-1.821, -0.950, 1.949], [-2.452, -1.863, 2.427], [-2.381, 0.422, 1.782], [-2.916, 1.076, 2.887], [-3.479, 2.331, 2.769], [-3.535, 2.934, 1.521], [-3.050, 2.288, 0.394], [-2.481, 1.036, 0.536], [-1.919, 0.231, -0.880], [-3.112, 2.753, -0.577], [-4.230, 4.500, 1.354], [-3.873, 2.840, 3.634], [-2.863, 0.590, 3.849], [-0.270, -2.134, 1.498], [1.211, -1.833, -0.445], [1.295, -2.615, 0.323], [0.217, -1.917, -0.904], [2.261, -2.144, -1.507], [1.978, -3.513, -2.119], [2.006, -4.291, -1.359], [0.997, -3.528, -2.589], [2.723, -3.746, -2.874], [3.256, -2.158, -1.060], [2.239, -1.394, -2.295], [2.690, 0.871, 0.806], [3.140, -0.049, -0.643], [2.573, 2.355, -1.055], [0.579, 0.440, -2.361], [2.212, 0.794, -2.955], [0.982, 2.053, -2.934]]
}

---

[5]
{
  "formula": "C14H18Cl4LiN4NaO6",
  "method": "ωB97M-V/def2-TZVPD",
  "molar_mass_g_mol": 510.063,
  "multiplicity": 1,
  "homo_energy_ha": -0.1929,
  "elements": ["C", "C", "N", "C", "N", "C", "C", "N", "C", "C", "O", "O", "N", "C", "O", "C", "C", "Cl", "H", "H", "H", "H", "H", "H", "H", "H", "H", "H", "Cl", "C", "C", "Cl", "H", "H", "H", "H", "C", "C", "O", "O", "H", "H", "H", "O", "H", "Li", "Cl", "Na"],
  "coordinates": [[-3.095, 2.256, -4.101], [-2.588, 0.934, -3.309], [-3.345, 0.566, -2.283], [-1.229, 0.168, -3.727], [-0.272, 0.375, -2.571], [-0.225, -0.661, -1.552], [0.705, -0.524, -0.316], [0.695, -1.572, 0.709], [1.615, 0.754, -0.250], [2.637, 1.035, 0.965], [3.424, 0.165, 1.405], [2.569, 2.402, 1.546], [1.227, 2.698, 1.813], [0.986, 3.893, 1.307], [0.650, 5.142, 1.176], [1.494, 1.802, -1.397], [0.501, 1.593, -2.559], [0.365, 2.897, -3.853], [-4.242, 2.210, -4.230], [-2.907, 3.127, -3.361], [-2.536, 2.420, -5.081], [-2.915, -0.264, -1.832], [-0.777, 0.556, -4.712], [-1.366, -0.958, -3.861], [-0.885, -1.583, -1.628], [1.015, -1.194, 1.616], [-0.265, -1.898, 0.886], [2.129, 2.753, -1.413], [-5.470, -3.859, 1.526], [-5.631, -2.238, 0.806], [-4.968, -2.147, -0.553], [-3.192, -2.246, -0.442], [-5.213, -1.513, 1.507], [-6.701, -2.039, 0.710], [-5.202, -1.186, -1.016], [-5.310, -2.939, -1.221], [5.168, -0.964, 3.598], [4.673, -1.787, 4.780], [3.869, -1.191, 5.556], [5.122, -2.949, 4.836], [4.739, 0.044, 3.606], [6.256, -0.875, 3.637], [4.886, -1.453, 2.661], [5.363, -3.372, 2.136], [5.638, -3.760, 2.967], [0.385, 4.860, -0.759], [-0.159, 1.171, 2.031], [2.382, -0.647, 4.247]]
}

---

[6]
{
  "formula": "C14H18ClN4O4S",
  "method": "ωB97M-V/def2-TZVPD",
  "relative_energy_kj_mol": 0.00,
  "total_charge": -1,
  "molar_mass_g_mol": 373.842,
  "multiplicity": 1,
  "homo_energy_ha": -0.1332,
  "elements": ["C", "C", "C", "C", "O", "N", "C", "C", "N", "N", "C", "N", "O", "H", "H", "H", "H", "H", "H", "H", "H", "H", "H", "H", "H", "Cl", "C", "S", "C", "C", "C", "C", "C", "C", "O", "O", "H", "H", "H", "H", "H", "H"],
  "coordinates": [[1.785, -1.803, 3.451], [1.420, -0.684, 2.475], [0.096, -0.532, 1.957], [-0.529, 0.770, 2.155], [0.055, 1.870, 2.077], [-1.850, 0.835, 2.616], [-2.399, 2.118, 3.020], [-2.816, -0.237, 2.758], [2.453, 0.133, 2.389], [2.446, 1.067, 1.527], [3.118, 2.269, 2.066], [2.968, 3.199, 1.059], [3.704, 2.408, 3.120], [0.980, -2.511, 3.677], [2.591, -2.392, 3.011], [2.226, -1.462, 4.407], [-0.547, -1.338, 2.334], [-1.603, 2.873, 3.054], [-3.185, 2.480, 2.323], [-2.872, 1.993, 4.015], [-2.339, -1.218, 2.738], [-3.337, -0.065, 3.716], [-3.567, -0.198, 1.948], [2.092, 3.074, 0.557], [3.172, 4.146, 1.358], [0.004, -2.771, 0.024], [0.036, -1.127, -0.415], [-1.099, -0.834, -1.860], [-0.469, -0.865, -3.599], [-0.108, 0.306, -4.271], [0.309, 0.283, -5.604], [0.308, -0.910, -6.308], [-0.097, -2.077, -5.682], [-0.511, -2.044, -4.349], [-1.872, -2.064, -1.867], [-1.683, 0.488, -1.717], [0.978, -0.724, -0.920], [-0.129, 1.238, -3.720], [0.625, 1.205, -6.084], [0.594, -0.926, -7.343], [-0.097, -3.018, -6.224], [-0.847, -2.954, -3.867]]
}